<a>
Below is C5H4 in the gas phase, with properties calculated with wB97M-V/def2-TZVPD.

Geometry as ORCA input:
```
! RIJCOSX wB97M-V def2-TZVPD def2/J DEFGRID3
* xyz 0 1
C -2.22 0.18 -1.29
C -1.70 0.64 -0.31
C -0.73 0.86 0.67
C 0.38 0.43 0.90
C 1.48 -0.46 0.55
H -2.63 -0.28 -2.17
H 1.63 -1.28 1.25
H 2.42 0.05 0.35
H 1.12 -0.88 -0.40
*
```

Calculated values
- E_HOMO: -9.159 eV
- SMILES: C#CC#CC
- HOMO-LUMO gap: 9.876 eV

Löwdin population analysis, charges in e, atoms 1 to 4: C 0.105; C -0.167; C -0.071; C -0.062

---

<b>
Below is C5H4 in the gas phase, with properties calculated with wB97M-V/def2-TZVPD.

Geometry as ORCA input:
```
! RIJCOSX wB97M-V def2-TZVPD def2/J DEFGRID3
* xyz 0 1
C 0.75 1.51 -0.33
C 0.15 0.24 0.01
C -0.35 -0.86 0.30
C -0.84 -2.08 0.73
C -1.38 -3.20 0.96
H 0.01 2.31 -0.43
H 1.36 1.46 -1.24
H 1.42 1.78 0.50
H -1.12 -1.17 -0.52
*
```

Calculated values
- E_HOMO (spin up / spin down): -9.090 / -9.116 eV
- HOMO-LUMO gap (spin up / spin down): 7.910 / 7.962 eV

Löwdin population analysis, charges in e, atoms 1 to 4: C -0.062; C 0.046; C -0.193; C -0.303

---

<c>
Below is C5H4 in the gas phase, with properties calculated with wB97M-V/def2-TZVPD.

Geometry as ORCA input:
```
! RIJCOSX wB97M-V def2-TZVPD def2/J DEFGRID3
* xyz 0 1
C 3.20 0.05 0.00
C 2.00 -0.13 0.07
C 0.58 -0.21 0.03
C -0.61 -0.22 -0.01
C -2.07 0.00 0.02
H 4.32 0.04 -0.13
H -2.17 1.08 -0.39
H -2.75 -0.71 -0.54
H -2.49 0.10 0.94
*
```

Calculated values
- E_HOMO: -9.388 eV
- SMILES: C#CC#CC
- HOMO-LUMO gap: 10.348 eV

Löwdin population analysis, charges in e, atoms 1 to 4: C 0.091; C -0.150; C -0.068; C -0.073

---

<d>
Below is C5H4 in the gas phase, with properties calculated with wB97M-V/def2-TZVPD.

Geometry as ORCA input:
```
! RIJCOSX wB97M-V def2-TZVPD def2/J DEFGRID3
* xyz 0 1
C 2.34 2.31 0.32
C 1.63 1.47 0.87
C -0.80 -1.43 -0.14
C 0.90 0.55 1.57
C -0.47 -0.31 0.64
H 3.14 2.79 -0.26
H 0.05 -2.14 -0.39
H -1.25 0.25 1.05
H -1.68 -1.77 -0.52
*
```

Calculated values
- E_HOMO (spin up / spin down): -8.614 / -8.558 eV
- HOMO-LUMO gap (spin up / spin down): 7.034 / 7.038 eV

Löwdin population analysis, charges in e, atoms 1 to 4: C 0.144; C -0.262; C -0.024; C 0.104

---

Relative to the most stable one, in hartree, the structures come out at <a> 0.0275; <b> 0.1487; <c> 0.0000; <d> 0.1548.

---

<a>
Below is a molecular structure, C5H4, with properties calculated with wB97M-V/def2-TZVPD.

Geometry as ORCA input:
```
! RIJCOSX wB97M-V def2-TZVPD def2/J DEFGRID3
* xyz 0 1
C 0.42 0.04 0.36
C 0.07 1.09 -0.86
C 0.91 0.09 -1.06
C 0.42 -0.49 1.64
C -0.77 1.42 0.30
H 1.01 -1.35 2.17
H -0.60 -0.22 2.50
H -1.52 0.61 0.50
H -0.60 2.48 0.50
*
```

Calculated values
- E_HOMO: -9.267 eV
- HOMO-LUMO gap: 8.995 eV

Löwdin population analysis, charges in e, atoms 1 to 4: C -0.360; C -0.059; C 0.017; C -0.018

---

<b>
Below is C5H4 in the gas phase, with properties calculated with wB97M-V/def2-TZVPD.

Geometry as ORCA input:
```
! RIJCOSX wB97M-V def2-TZVPD def2/J DEFGRID3
* xyz 0 1
C -1.39 -0.92 -0.03
C 1.96 0.08 -0.02
C 0.64 0.71 -0.04
C -0.37 -0.06 0.00
C 2.69 -0.94 0.02
H -1.84 -1.31 0.94
H -1.75 -1.05 -1.05
H 2.95 0.56 -0.38
H 0.69 1.72 0.02
*
```

Calculated values
- E_HOMO: -9.618 eV
- HOMO-LUMO gap: 10.134 eV

Löwdin population analysis, charges in e, atoms 1 to 4: C 0.032; C -0.278; C -0.119; C -0.100

---

<c>
Below is C5H4 in the gas phase, with properties calculated with wB97M-V/def2-TZVPD.

Geometry as ORCA input:
```
! RIJCOSX wB97M-V def2-TZVPD def2/J DEFGRID3
* xyz 0 1
C 0.89 -1.07 2.83
C 0.66 -0.69 1.67
C 0.32 -0.18 0.46
C -0.25 0.24 -0.54
C -0.70 0.70 -1.77
H 1.27 -1.44 3.74
H -1.56 0.14 -2.08
H -0.80 1.82 -1.81
H 0.17 0.48 -2.49
*
```

Calculated values
- E_HOMO: -8.991 eV
- SMILES: C#CC#CC
- HOMO-LUMO gap: 9.818 eV

Löwdin population analysis, charges in e, atoms 1 to 4: C 0.131; C -0.164; C -0.063; C -0.100

---

Relative to the most stable one, in hartree, the structures come out at <a> 0.1798; <b> 0.0788; <c> 0.0000.

---

<a>
Below is 2 unconnected molecules or ions with the total composition C14H16O2, with properties calculated with wB97M-V/def2-TZVPD.

Geometry as ORCA input:
```
! RIJCOSX wB97M-V def2-TZVPD def2/J DEFGRID3
* xyz 0 1
C -2.01 3.35 -0.23
C -1.53 2.38 0.81
C -1.18 1.08 0.46
C -1.02 0.07 1.42
C -0.98 0.43 2.75
O -0.88 -0.56 3.70
C -1.22 1.75 3.11
C -1.46 2.72 2.16
H -1.23 3.92 -0.76
H -2.58 4.15 0.27
H -2.72 2.95 -0.96
H -1.28 0.66 -0.53
H -0.78 -0.92 1.06
H -0.86 -0.16 4.58
H -1.19 2.02 4.15
H -1.55 3.76 2.45
C 0.26 -2.94 -3.37
C 0.96 -2.21 -2.25
C 0.66 -0.89 -1.93
C 1.44 -0.18 -1.03
C 2.32 -0.87 -0.22
O 3.10 -0.26 0.74
C 2.51 -2.23 -0.41
C 1.77 -2.92 -1.38
H -0.14 -2.28 -4.14
H -0.55 -3.54 -2.97
H 1.00 -3.54 -3.91
H -0.04 -0.36 -2.58
H 1.37 0.89 -0.87
H 2.65 0.53 1.08
H 3.25 -2.79 0.14
H 1.91 -3.99 -1.35
*
```

Calculated values
- E_HOMO: -8.366 eV
- SMILES: Cc1ccc(O)cc1.Cc1ccc(O)cc1
- HOMO-LUMO gap: 9.091 eV

Löwdin population analysis, charges in e, atoms 1 to 4: C -0.062; C -0.288; C -0.058; C -0.006

---

<b>
Below is 2 unconnected molecules or ions with the total composition C14H16O2, with properties calculated with wB97M-V/def2-TZVPD.

Geometry as ORCA input:
```
! RIJCOSX wB97M-V def2-TZVPD def2/J DEFGRID3
* xyz 0 1
C -2.27 -1.33 -2.93
C -1.01 -0.54 -2.65
C -1.02 0.82 -2.43
C 0.15 1.57 -2.29
C 1.33 0.88 -2.15
O 2.52 1.46 -1.79
C 1.39 -0.48 -2.48
C 0.23 -1.18 -2.70
H -2.05 -2.16 -3.61
H -3.07 -0.75 -3.37
H -2.66 -1.81 -2.03
H -1.93 1.40 -2.53
H -0.01 2.63 -2.36
H 2.41 2.42 -1.78
H 2.37 -0.94 -2.43
H 0.27 -2.22 -3.01
C -1.45 -2.68 2.62
C -0.74 -1.36 2.48
C -0.48 -0.80 1.25
C 0.14 0.44 1.13
C 0.52 1.11 2.28
O 1.02 2.37 2.12
C 0.28 0.56 3.53
C -0.37 -0.65 3.62
H -1.01 -3.26 3.43
H -1.32 -3.27 1.72
H -2.52 -2.57 2.70
H -0.72 -1.31 0.32
H 0.37 0.95 0.21
H 1.27 2.77 2.96
H 0.52 1.13 4.43
H -0.54 -1.11 4.59
*
```

Calculated values
- E_HOMO: -8.202 eV
- SMILES: Cc1ccc(O)cc1.Cc1ccc(O)cc1
- HOMO-LUMO gap: 8.978 eV

Löwdin population analysis, charges in e, atoms 1 to 4: C -0.057; C -0.292; C -0.054; C -0.044

---

Relative to the most stable one, in hartree, the structures come out at <a> 0.0113; <b> 0.0000.

---

<a>
Below is 2 unconnected molecules or ions with the total composition CH5NOS2, with properties calculated with wB97M-V/def2-TZVPD.

Geometry as ORCA input:
```
! RIJCOSX wB97M-V def2-TZVPD def2/J DEFGRID3
* xyz 0 1
N -1.90 1.68 0.94
C -1.44 0.92 -0.08
O -0.41 0.28 0.03
H -1.43 1.47 1.81
H -2.80 2.11 0.89
H -1.92 0.79 -1.06
S 3.54 -1.92 -1.10
S 1.70 -2.78 -0.60
H 3.21 -0.63 -1.28
H 1.45 -1.92 0.45
*
```

Calculated values
- E_HOMO: -8.597 eV
- SMILES: NC=O.SS
- HOMO-LUMO gap: 9.188 eV

Löwdin population analysis, charges in e, atoms 1 to 4: N 0.119; C -0.414; O -0.034; H 0.111

---

<b>
Below is 2 unconnected molecules or ions with the total composition CH5NOS2, with properties calculated with wB97M-V/def2-TZVPD.

Geometry as ORCA input:
```
! RIJCOSX wB97M-V def2-TZVPD def2/J DEFGRID3
* xyz 0 1
N 1.44 0.22 1.52
C 2.36 -0.13 0.58
O 2.38 0.32 -0.54
H 0.74 0.85 1.14
H 1.11 -0.49 2.16
H 3.10 -0.86 0.94
S -1.31 0.80 -0.94
S -1.52 -1.03 0.09
H -0.12 0.47 -1.47
H -2.16 -0.44 1.10
*
```

Calculated values
- E_HOMO: -8.919 eV
- SMILES: NC=O.SS
- HOMO-LUMO gap: 9.001 eV

Löwdin population analysis, charges in e, atoms 1 to 4: N 0.096; C -0.423; O -0.003; H 0.053

---

Relative to the most stable one, in hartree, the structures come out at <a> 0.0071; <b> 0.0000.

---

<a>
Below is a molecular structure, C40H37BrIMoN2O2PS2, with properties calculated with wB97M-V/def2-TZVPD.

Geometry as ORCA input:
```
! RIJCOSX wB97M-V def2-TZVPD def2/J DEFGRID3
* xyz 4 3
Mo -0.12 -0.48 -0.36
O -1.17 0.86 -1.07
P -2.39 2.00 -1.02
C -1.65 3.41 -0.27
C -0.46 3.92 -0.82
C 0.07 5.10 -0.33
C -0.59 5.78 0.70
C -1.76 5.28 1.24
C -2.30 4.09 0.77
C -2.85 2.32 -2.68
C -3.11 1.26 -3.56
C -3.58 1.52 -4.82
C -3.82 2.84 -5.21
C -3.58 3.89 -4.34
C -3.09 3.64 -3.07
C -3.68 1.27 -0.08
C -3.61 0.01 0.51
C -4.71 -0.53 1.16
C -5.89 0.20 1.22
C -5.98 1.45 0.63
C -4.89 1.99 -0.03
H 0.02 3.42 -1.66
H 0.96 5.51 -0.77
H -0.19 6.72 1.05
H -2.27 5.82 2.03
H -3.21 3.70 1.19
H -2.97 0.23 -3.24
H -3.79 0.71 -5.51
H -4.21 3.04 -6.21
H -3.78 4.91 -4.65
H -2.89 4.47 -2.40
H -2.70 -0.59 0.47
H -4.65 -1.51 1.61
H -6.76 -0.22 1.71
H -6.91 2.01 0.67
H -4.98 2.95 -0.52
Br 2.82 -2.04 -1.56
C 2.55 -2.48 -3.38
C 3.61 -2.98 -4.11
C 3.44 -3.27 -5.46
C 2.22 -3.04 -6.08
C 1.14 -2.54 -5.35
C 1.33 -2.28 -4.01
I -0.38 -1.56 -3.03
H 4.57 -3.14 -3.64
H 4.27 -3.66 -6.03
H 2.09 -3.26 -7.13
H 0.19 -2.37 -5.83
S -0.07 0.74 1.74
C 1.47 1.53 2.10
N 2.35 1.87 1.18
C 3.60 2.59 1.49
C 3.40 3.43 2.74
C 2.84 2.57 3.86
N 1.67 1.82 3.37
H 2.12 1.69 0.21
H 3.83 3.22 0.63
H 4.41 1.87 1.61
H 2.73 4.26 2.53
H 4.36 3.85 3.05
H 2.51 3.18 4.70
H 3.58 1.86 4.23
H 0.97 1.52 4.03
O 0.32 -2.00 0.57
S 0.24 -2.90 1.99
C 1.71 -2.38 2.82
C 1.72 -2.75 4.16
C 2.86 -2.48 4.91
C 3.94 -1.83 4.32
C 3.89 -1.45 2.98
C 2.77 -1.72 2.22
C 0.46 -4.52 1.48
C -0.70 -5.31 1.53
C -0.59 -6.65 1.24
C 0.65 -7.19 0.90
C 1.79 -6.39 0.84
C 1.72 -5.05 1.14
H 0.88 -3.27 4.61
H 2.90 -2.77 5.95
H 4.83 -1.64 4.91
H 4.74 -0.95 2.53
H 2.75 -1.44 1.17
H -1.65 -4.88 1.82
H -1.46 -7.29 1.29
H 0.73 -8.24 0.68
H 2.74 -6.83 0.58
H 2.61 -4.43 1.13
*
```

Calculated values
- E_HOMO (spin up / spin down): -18.537 / -18.543 eV
- HOMO-LUMO gap (spin up / spin down): 5.437 / 5.549 eV

Löwdin population analysis, charges in e, atoms 1 to 4: Mo 1.295; O -0.667; P 0.990; C -0.335

---

<b>
Below is a molecular structure, C40H37BrIMoN2O2PS2, with properties calculated with wB97M-V/def2-TZVPD.

Geometry as ORCA input:
```
! RIJCOSX wB97M-V def2-TZVPD def2/J DEFGRID3
* xyz 4 3
Mo 0.01 0.84 0.05
O 0.72 -0.81 0.64
P 1.90 -1.92 0.53
C 1.50 -3.09 -0.73
C 1.76 -2.74 -2.06
C 1.44 -3.62 -3.07
C 0.89 -4.86 -2.77
C 0.64 -5.22 -1.45
C 0.94 -4.33 -0.42
C 3.33 -0.96 0.06
C 3.26 0.39 -0.25
C 4.40 1.09 -0.63
C 5.61 0.43 -0.70
C 5.70 -0.92 -0.40
C 4.56 -1.62 -0.02
C 2.03 -2.65 2.13
C 1.52 -1.99 3.25
C 1.71 -2.53 4.51
C 2.42 -3.72 4.66
C 2.94 -4.37 3.54
C 2.74 -3.85 2.28
H 2.25 -1.80 -2.30
H 1.65 -3.36 -4.10
H 0.67 -5.56 -3.56
H 0.23 -6.19 -1.21
H 0.74 -4.61 0.61
H 2.33 0.96 -0.19
H 4.33 2.15 -0.86
H 6.50 0.97 -1.00
H 6.65 -1.43 -0.45
H 4.64 -2.67 0.22
H 0.99 -1.05 3.15
H 1.33 -2.03 5.39
H 2.57 -4.14 5.64
H 3.49 -5.30 3.66
H 3.14 -4.37 1.42
Br -1.98 -3.00 -0.67
C -3.48 -1.88 -0.82
C -4.74 -2.37 -0.49
C -5.85 -1.54 -0.59
C -5.73 -0.23 -1.01
C -4.48 0.28 -1.36
C -3.38 -0.56 -1.25
I -1.57 0.17 -2.05
H -4.84 -3.40 -0.19
H -6.83 -1.95 -0.36
H -6.60 0.40 -1.11
H -4.39 1.29 -1.73
S -1.49 1.50 1.66
C -2.37 0.17 2.46
N -2.01 -1.09 2.39
C -2.70 -2.16 3.14
C -3.37 -1.57 4.36
C -4.22 -0.38 3.96
N -3.39 0.57 3.18
H -1.26 -1.37 1.77
H -1.95 -2.90 3.42
H -3.42 -2.64 2.47
H -2.62 -1.26 5.09
H -4.00 -2.32 4.84
H -4.60 0.16 4.83
H -5.07 -0.67 3.34
H -3.60 1.55 3.24
O 0.39 2.50 -0.82
S 1.20 3.88 -1.12
C 1.94 4.29 0.42
C 3.24 4.76 0.30
C 3.89 5.20 1.45
C 3.25 5.14 2.68
C 1.96 4.64 2.78
C 1.28 4.21 1.65
C -0.07 5.02 -1.46
C -1.06 5.39 -0.55
C -1.95 6.37 -0.91
C -1.84 6.99 -2.16
C -0.85 6.62 -3.06
C 0.05 5.62 -2.71
H 3.73 4.81 -0.66
H 4.90 5.60 1.38
H 3.76 5.48 3.57
H 1.47 4.60 3.74
H 0.26 3.86 1.72
H -1.13 4.93 0.43
H -2.73 6.68 -0.23
H -2.53 7.78 -2.43
H -0.77 7.11 -4.02
H 0.83 5.32 -3.40
*
```

Calculated values
- E_HOMO (spin up / spin down): -18.825 / -18.826 eV
- HOMO-LUMO gap (spin up / spin down): 5.920 / 6.094 eV

Löwdin population analysis, charges in e, atoms 1 to 4: Mo 1.126; O -0.583; P 0.972; C -0.337

---

Relative to the most stable one, in hartree, the structures come out at <a> 0.0162; <b> 0.0000.